Formula: C42H116N8O13
Source: OMol25
Level of theory: the ωB97M-V functional and the def2-TZVPD basis

```
179
Properties=species:S:1:pos:R:3:forces:R:3:lowdin_charge:R:1
C -19.48019 -26.44954 18.96509 0.24 0.13 -0.17 -0.074
C -19.84736 -25.08158 19.57605 -0.14 -1.92 -1.21 -0.298
O -18.63442 -24.45442 19.93618 -0.74 0.44 1.07 -0.103
H -19.00305 -27.05480 19.73586 -0.45 -0.26 0.19 0.053
H -18.70614 -26.39704 18.19946 0.00 0.56 -0.22 0.060
H -20.31401 -26.94881 18.47155 -0.18 -0.15 0.38 0.077
H -20.53588 -25.32007 20.38670 0.56 0.56 0.69 0.114
H -20.45750 -24.50432 18.88135 0.24 0.37 -0.25 0.106
H -18.15005 -24.38979 19.10985 0.33 0.36 -0.53 0.045
C -15.60284 -22.96551 16.73548 -0.74 -0.94 -0.35 -0.062
C -16.50317 -24.25015 16.66474 0.84 0.26 0.49 -0.282
O -17.76320 -24.00228 17.23133 -0.18 0.07 0.13 -0.114
H -14.57010 -23.19199 16.47041 0.08 -0.01 0.28 0.069
H -15.71322 -22.52874 17.72802 0.35 -0.18 0.07 0.047
H -15.93737 -22.18818 16.04849 -0.23 -0.12 -0.23 0.063
H -16.11656 -25.06847 17.27218 0.56 0.07 -0.05 0.104
H -16.64828 -24.65585 15.66352 0.32 0.22 -0.31 0.109
H -18.09038 -23.27774 16.69319 -1.08 0.76 -0.01 0.035
C -18.67179 -20.55184 21.49935 2.13 1.12 -0.19 -0.113
C -19.25011 -21.67753 22.26156 -0.37 -0.31 -1.14 -0.294
O -20.12812 -22.32845 21.32096 -0.96 0.13 1.18 -0.092
H -17.99462 -19.95565 22.11099 0.03 0.19 0.39 0.064
H -19.37795 -19.84303 21.06689 -0.29 -0.38 0.03 0.081
H -17.99196 -20.92479 20.73329 -0.23 -0.05 -0.47 0.068
H -19.71632 -21.22816 23.13838 -0.80 -0.75 0.00 0.116
H -18.51159 -22.41784 22.56918 0.26 0.25 0.31 0.091
H -19.59696 -22.93921 20.80477 0.41 -0.26 -0.09 0.017
C -14.83178 -22.61673 20.76140 0.13 -0.13 0.83 -0.056
C -15.76914 -23.54497 21.48459 -0.72 0.58 -0.20 -0.321
O -15.47111 -23.58775 22.86773 0.53 0.31 -0.81 -0.087
H -13.82272 -22.89314 21.06716 0.34 -0.16 -0.81 0.055
H -14.94515 -21.60708 21.15618 -0.28 0.13 -0.05 0.064
H -15.08457 -22.60127 19.70123 0.61 -0.08 0.01 0.062
H -15.83644 -24.55360 21.07685 0.47 -0.21 -0.25 0.108
H -16.75951 -23.12889 21.29983 -0.48 -0.04 0.28 0.081
H -16.05697 -24.26881 23.20616 -0.46 -0.17 1.05 0.021
C -20.70601 -25.65331 26.55705 -1.39 -0.88 0.28 -0.125
O -19.97300 -25.13090 25.48706 0.77 0.23 0.56 -0.169
C -19.58970 -26.09374 24.53650 1.65 -0.06 -0.85 -0.202
C -18.36639 -25.52938 23.70361 -1.85 -0.61 -0.78 -0.184
N -17.26714 -25.05282 24.47914 0.22 -0.52 0.09 -0.077
C -16.47819 -26.11657 25.16119 0.21 1.55 0.96 -0.124
C -15.31420 -25.28073 25.79637 1.27 -1.52 0.67 -0.147
O -14.47515 -25.95285 26.81177 -2.53 -0.45 -0.97 -0.189
C -13.37228 -25.19441 27.12994 1.30 0.11 0.21 -0.150
H -20.25342 -26.33482 27.27733 1.24 0.00 -0.24 0.084
H -21.49709 -26.28673 26.15572 -0.52 0.10 -0.13 0.082
H -21.17236 -24.90558 27.19854 0.18 0.52 -0.56 0.089
H -20.43121 -26.35675 23.89557 -0.09 0.05 -0.23 0.121
H -19.20047 -27.01950 24.96026 -0.31 -0.18 0.68 0.104
H -18.78488 -24.76997 23.04310 0.21 0.60 0.19 0.105
H -17.98399 -26.25273 22.98346 -0.26 -0.56 0.15 0.109
H -17.69513 -24.44720 25.16481 0.40 0.29 0.45 0.110
H -16.16026 -26.88558 24.45718 0.21 0.25 -0.19 0.108
H -17.08053 -26.61618 25.91993 0.12 -0.09 0.31 0.113
H -15.70780 -24.38470 26.27627 -0.17 0.06 -0.17 0.105
H -14.57519 -25.03372 25.03417 -0.42 0.48 -0.49 0.098
H -12.99703 -25.53554 28.09479 -0.11 0.14 0.14 0.092
H -13.53664 -24.11720 27.15640 -0.38 0.22 0.20 0.074
H -12.55144 -25.34715 26.42923 0.15 -0.02 -0.35 0.065
C -9.07248 -24.06584 22.80868 0.30 -1.44 -0.40 -0.049
C -10.47959 -24.21804 23.44901 0.43 1.56 -1.41 -0.412
C -11.62425 -24.81983 22.61007 -0.66 -0.95 -0.02 -0.168
O -11.61829 -26.23930 22.71538 0.35 -0.28 0.82 -0.216
C -12.88890 -26.86056 22.63873 0.36 0.05 -1.11 -0.101
N -10.37786 -24.91709 24.71089 0.12 -0.12 -0.15 0.055
H -8.96835 -23.67037 21.79830 -0.57 0.64 0.28 0.055
H -8.62446 -25.04911 22.66528 -0.28 -0.64 0.02 0.073
H -8.32075 -23.64628 23.47724 -0.42 0.71 0.20 0.075
H -10.81932 -23.19816 23.62942 -0.11 0.34 0.13 0.093
H -11.70503 -24.62836 21.54006 0.68 0.74 -0.12 0.125
H -12.58046 -24.49425 23.01966 -0.12 0.42 0.34 0.105
H -13.44000 -26.41829 21.80880 -0.14 -0.22 -0.23 0.069
H -13.55893 -26.79687 23.49611 0.40 0.22 0.62 0.077
H -12.65591 -27.90025 22.40884 -0.39 0.04 0.05 0.083
H -10.89956 -25.75704 24.50496 -0.11 -0.61 0.56 0.056
H -9.41723 -25.22894 24.70460 0.17 -0.27 0.67 0.061
C -15.92908 -18.07959 20.30006 0.36 -0.68 -1.42 -0.047
C -14.46158 -18.41264 20.66384 -1.61 0.00 0.57 -0.419
C -13.60282 -18.57451 19.42882 0.06 0.98 -1.14 -0.181
O -14.04720 -19.60313 18.53297 -0.77 0.35 1.10 -0.194
C -13.22037 -19.83040 17.43664 1.38 -0.47 0.73 -0.131
N -14.05251 -17.30603 21.53398 0.68 -0.01 -1.02 0.057
H -16.30028 -18.74527 19.52084 -0.01 -0.50 0.13 0.053
H -15.91363 -17.13242 19.76085 -0.03 0.40 0.44 0.080
H -16.68326 -18.07957 21.08702 0.43 0.11 0.29 0.067
H -14.36076 -19.34161 21.22503 -0.45 -0.40 -0.10 0.095
H -12.55510 -18.67835 19.71094 0.31 -0.59 0.13 0.115
H -13.61233 -17.64827 18.85429 -0.13 0.48 0.00 0.128
H -12.20271 -19.90519 17.81989 0.50 -0.43 0.03 0.063
H -13.08901 -19.05354 16.68342 -0.91 0.36 -0.18 0.091
H -13.49248 -20.80205 17.02438 -0.10 0.23 -0.28 0.084
H -13.14310 -17.50775 21.92433 -0.05 0.08 0.43 0.036
H -14.72590 -17.24881 22.28455 0.13 0.06 0.16 0.073
C -13.19108 -20.68446 23.37155 -0.09 0.00 -1.14 -0.056
C -12.13516 -20.30112 24.39391 -0.81 -0.32 -1.25 -0.447
C -12.20529 -18.79342 24.68970 0.07 -0.40 -0.75 -0.149
O -11.94757 -18.11425 23.43411 0.37 0.31 1.65 -0.230
C -10.55935 -18.02340 23.10660 -0.61 -0.40 -0.49 -0.082
N -12.34418 -21.08031 25.55663 0.52 -0.22 2.66 0.060
H -12.92428 -20.37049 22.36242 0.18 0.37 0.02 0.052
H -14.18226 -20.26640 23.54731 0.03 0.04 0.34 0.080
H -13.30575 -21.76100 23.24503 0.01 -0.19 0.48 0.070
H -11.16992 -20.58993 23.97797 0.41 0.55 -0.42 0.121
H -11.59675 -18.46055 25.53052 1.03 -0.06 -0.32 0.119
H -13.16849 -18.49786 25.10565 -0.58 -0.21 -0.77 0.119
H -10.26420 -18.93227 22.58225 0.24 -0.18 0.00 0.069
H -9.90774 -17.89854 23.97142 -0.12 0.23 0.09 0.092
H -10.46512 -17.20553 22.39223 0.14 0.14 0.23 0.092
H -12.35646 -22.08756 25.48324 -0.58 -0.23 -1.05 0.074
H -11.47504 -21.00682 26.06583 0.10 0.38 0.83 0.085
C -20.06357 -21.16210 18.01994 0.02 0.32 0.13 -0.046
C -19.48847 -20.55210 16.68851 1.23 -0.52 2.16 -0.374
C -18.13127 -19.83684 16.94941 -0.24 -0.12 -0.54 -0.171
O -17.58026 -19.26366 15.71755 0.10 0.27 1.39 -0.190
C -16.36230 -18.52470 15.98416 -0.04 -0.64 -0.92 -0.087
N -19.15476 -21.69764 15.84072 -0.52 0.47 -0.66 0.034
H -20.94199 -21.78703 17.85889 -0.29 0.28 -0.44 0.074
H -20.31703 -20.47027 18.82321 -0.18 0.49 -0.40 0.066
H -19.42741 -21.85937 18.56512 0.82 0.02 -0.56 0.055
H -20.20512 -19.89060 16.20175 -0.04 0.20 0.15 0.136
H -17.43933 -20.59728 17.31140 0.14 -0.22 0.00 0.106
H -18.21795 -19.12565 17.77088 -0.09 0.55 -0.24 0.117
H -16.51921 -17.62017 16.57179 -0.12 -0.23 0.34 0.090
H -15.89301 -18.21673 15.04981 -0.72 0.18 -0.46 0.083
H -15.55890 -19.16300 16.35191 -0.36 -0.16 0.90 0.058
H -20.06286 -22.01282 15.53070 -0.18 -0.73 -0.19 0.085
H -18.80131 -21.22616 15.02043 0.57 -0.33 -0.61 0.078
C -13.90355 -19.17786 28.46722 0.34 0.00 0.05 -0.068
C -15.17248 -19.67108 27.78477 -0.29 -0.30 -0.05 -0.434
C -15.28520 -21.21322 27.82378 0.34 0.16 0.00 -0.185
O -16.27756 -21.71737 26.95341 -0.57 0.28 0.46 -0.179
C -16.02179 -21.72820 25.58054 0.51 -0.68 -0.69 -0.119
N -16.33435 -18.94872 28.26785 -0.98 0.29 0.86 0.031
H -13.76623 -19.40471 29.52447 -0.54 -0.60 0.08 0.077
H -13.82831 -18.09073 28.49108 -0.04 0.11 -0.58 0.072
H -13.06047 -19.62184 27.93788 0.20 0.25 -0.05 0.054
H -15.13765 -19.41103 26.72681 0.82 -0.32 -0.38 0.110
H -15.47455 -21.71114 28.77474 -0.55 0.76 0.44 0.130
H -14.28908 -21.60968 27.62717 0.25 0.02 -0.81 0.097
H -15.34439 -22.54460 25.33005 0.27 -0.01 -0.08 0.058
H -15.57608 -20.83407 25.14469 -0.13 0.35 0.33 0.066
H -16.94010 -21.96336 25.04248 -0.18 0.20 0.18 0.086
H -17.21972 -19.32421 27.95923 0.02 -0.81 0.01 0.066
H -16.38086 -18.03501 27.83999 0.49 0.35 0.13 0.066
C -9.04555 -20.87033 16.92624 -0.58 0.78 -0.04 -0.077
C -9.26449 -21.02134 18.42264 0.20 -2.82 -1.24 -0.434
C -9.96095 -22.43896 18.75071 0.21 2.41 -0.02 -0.168
O -10.11248 -22.57001 20.14111 -0.63 0.55 0.89 -0.221
C -11.01634 -21.62643 20.73771 -0.09 -0.31 -0.15 -0.080
N -7.96293 -21.00725 19.04491 0.34 0.39 1.48 0.036
H -8.63317 -19.86729 16.81692 0.45 -0.15 -0.37 0.078
H -9.97205 -20.84184 16.35274 -0.20 -0.26 0.07 0.067
H -8.39615 -21.63108 16.49307 0.12 0.07 0.14 0.080
H -9.84624 -20.16312 18.75897 -0.09 -0.24 0.24 0.114
H -9.32138 -23.27690 18.47337 0.04 0.19 -0.38 0.129
H -10.91275 -22.45741 18.21984 -0.35 -0.34 0.00 0.111
H -12.01379 -21.71944 20.30812 -0.17 -0.18 -0.07 0.081
H -10.75371 -20.57334 20.63710 0.51 0.05 -0.28 0.072
H -11.07923 -21.79612 21.81258 0.13 -0.42 -0.12 0.066
H -7.38827 -21.80543 18.81520 0.05 -0.17 -1.10 0.075
H -8.14400 -21.28513 19.99891 -0.02 0.55 0.79 0.059
C -16.62518 -29.01749 19.06052 0.17 0.76 0.88 -0.053
C -16.00610 -28.38102 20.35907 -1.62 -1.42 -0.31 -0.390
C -16.60125 -29.04239 21.66487 0.44 -0.08 -0.42 -0.186
O -17.96433 -28.68812 21.86147 0.09 -0.10 -0.70 -0.211
C -18.59409 -29.54174 22.79606 -0.21 0.53 0.18 -0.109
N -14.56625 -28.40910 20.28378 0.88 0.14 0.61 0.034
H -16.30364 -28.40245 18.22003 -0.10 0.06 -0.13 0.064
H -17.71448 -29.01319 19.09947 0.01 -0.16 -0.06 0.061
H -16.22877 -30.01691 18.88128 -0.12 -0.12 0.22 0.072
H -16.36085 -27.35319 20.43527 0.20 0.25 -0.16 0.121
H -16.04563 -28.75804 22.55847 0.37 0.42 0.05 0.108
H -16.55493 -30.13140 21.67002 0.26 -0.32 -0.54 0.118
H -19.52178 -29.04613 23.08216 0.16 0.12 0.31 0.084
H -17.92374 -29.69515 23.64175 -0.17 0.04 0.37 0.088
H -18.90910 -30.52340 22.44220 0.38 -0.16 -0.60 0.086
H -14.13463 -29.32116 20.32800 -0.46 -0.43 0.37 0.080
H -14.20221 -28.06397 19.40717 -0.38 0.49 -0.13 0.077
```
Positions in Å, forces in eV/Å.

Its SMILES is COC[C@H](C)N.COC[C@H](C)N.COC[C@H](C)N.COC[C@H](C)N.COC[C@H](C)N.COC[C@H](C)N.COC[C@H](C)N.COCCNCCOC.CCO.CCO.CCO.CCO. Its frontier orbital gap is 9.293 eV. Its charge is 0. The calculation puts the LUMO energy at 0.49 eV.